The following is a DFT calculation (ωB97M-V/def2-TZVPD) of 8 unconnected molecules or ions with the total composition C22H38Br10O9 in a non-equilibrium geometry.

Results
frontier orbital gap	9.8	eV
structure (SMILES)	C[C@H]1COC(=O)O1.C[C@H]1COC(=O)O1.C[C@H]1COC(=O)O1.BrCCBr.BrCCBr.BrCCBr.BrCCBr.BrCCBr
energy relative to the best compared isomer or geometry (same formula, charge and spin)	59.4	kcal/mol
E	-27278.3384	Ha

```
79
Properties=species:S:1:pos:R:3:forces:R:3:lowdin_charge:R:1
Br 5.051 0.899 -3.550 0.486 -0.385 -0.224 0.569
Br 3.052 3.601 -2.871 0.361 -0.169 -1.391 0.499
Br -2.042 -4.423 4.373 -0.082 -0.092 0.249 0.627
Br -1.709 -2.264 -4.989 0.068 -0.211 -0.258 0.546
Br 1.874 -5.768 6.507 -0.562 0.130 -0.256 0.579
Br -1.002 -9.453 1.300 0.319 -0.021 -0.863 0.546
Br -0.235 0.846 0.552 0.981 -1.344 -0.857 0.505
Br -3.847 -4.481 -3.459 0.103 -0.138 -1.230 0.513
Br 1.619 -3.403 -0.976 -0.889 1.311 1.081 0.512
Br 1.720 -11.034 -2.238 -0.353 0.384 0.742 0.579
O -2.839 8.604 2.620 -0.816 0.211 -0.105 0.086
O -3.348 9.140 4.822 1.070 -2.192 -3.210 0.096
O -6.043 4.025 -1.520 -1.083 -4.947 -0.403 0.085
O -7.569 2.326 -1.884 1.039 -0.216 0.744 0.057
O 9.006 2.361 1.060 1.286 -2.295 1.374 0.119
O 9.154 3.709 -0.665 0.356 0.667 -0.420 0.172
O 7.380 3.714 0.678 -2.234 0.773 0.095 0.098
O -5.388 1.817 -1.532 -0.780 -0.043 0.247 0.074
O -3.233 7.048 4.092 0.016 -2.714 0.451 0.096
C 4.011 3.247 -4.638 -0.795 0.291 0.574 -0.624
C 4.053 1.774 -4.988 0.404 -0.241 1.024 -0.657
C -2.956 6.331 2.893 0.058 -0.406 -0.558 -0.082
C 8.685 2.547 3.498 0.864 -0.746 -0.780 -0.009
C 0.538 -5.054 5.239 0.078 0.104 -0.090 -0.714
C -0.906 -5.312 5.670 1.259 -0.513 0.016 -0.698
C 0.514 -2.013 0.067 -0.052 0.718 -0.390 -0.602
C -3.028 7.412 1.817 1.668 -0.156 0.163 -0.295
C -5.756 -0.107 -0.039 0.533 -0.319 0.126 -0.035
C 6.911 2.934 1.786 -0.049 1.074 -0.267 -0.095
C 8.105 2.087 2.102 -0.328 0.622 3.015 -0.302
C -3.505 -4.490 -5.450 0.376 0.647 0.584 -0.618
C -6.036 0.532 -1.406 -1.635 0.058 0.901 -0.255
C -0.440 -10.230 -0.471 -0.193 -0.380 0.771 -0.643
C -6.314 2.799 -1.615 0.815 4.489 -0.152 -0.485
C 1.038 -9.978 -0.700 -0.182 0.466 0.015 -0.684
C -3.131 8.321 3.905 -1.096 4.301 2.713 -0.566
C -1.856 7.354 0.830 -1.230 -0.272 0.511 -0.021
C 8.572 3.326 0.293 0.051 0.030 -1.498 -0.640
C -3.225 -3.073 -5.969 0.294 -0.008 1.161 -0.646
C 1.045 -0.576 -0.210 -0.210 -0.941 0.709 -0.598
C -7.586 0.930 -1.590 1.236 -1.150 -0.400 -0.080
H 6.097 2.239 1.578 -0.435 0.763 -0.647 0.133
H -4.706 -0.349 0.129 0.339 0.638 -0.292 0.078
H 9.243 3.468 3.330 -0.343 0.304 -0.015 0.090
H -2.881 -3.075 -7.003 -0.460 0.006 0.059 0.055
H -1.868 8.274 0.247 0.138 -0.291 -0.246 0.089
H 3.147 1.169 -4.942 -0.323 0.849 -0.285 0.044
H 6.648 3.651 2.563 -0.172 -0.244 0.028 0.133
H 0.698 -5.589 4.302 0.184 0.147 0.106 0.047
H 1.615 -10.183 0.201 0.053 -0.407 -0.321 0.050
H -0.903 7.227 1.343 -0.081 0.065 -0.018 0.088
H 7.968 2.676 4.308 -0.394 0.073 -0.441 0.080
H 3.529 3.819 -5.431 -0.329 0.031 0.286 0.058
H -1.965 5.877 2.876 0.225 0.196 0.557 0.128
H 1.208 -8.930 -0.945 0.009 -0.153 -0.157 0.053
H -8.206 0.678 -0.730 0.251 0.473 0.326 0.124
H -5.716 -0.143 -2.200 0.153 0.330 -0.097 0.143
H -3.965 7.337 1.265 -0.234 0.795 0.251 0.154
H -8.014 0.350 -2.409 0.032 0.386 -0.294 0.122
H -6.095 0.477 0.816 -0.095 0.232 -0.214 0.089
H -6.150 -1.116 0.088 -0.763 0.071 -0.470 0.083
H -0.671 -11.279 -0.286 0.170 0.102 -0.365 0.041
H -1.096 -9.821 -1.238 0.175 0.026 0.186 0.059
H 0.790 -4.003 5.102 -0.144 -0.141 0.150 0.043
H -0.520 -2.131 -0.257 0.266 -0.123 -0.301 0.041
H -2.611 -5.086 -5.635 -0.195 -0.159 0.327 0.053
H -4.378 -4.975 -5.888 0.060 0.284 -0.010 0.054
H -2.107 6.464 0.253 0.542 0.121 -0.592 0.090
H 9.444 1.887 3.919 -0.015 -0.400 -0.310 0.073
H -1.016 -6.392 5.569 -0.592 0.147 0.112 0.056
H 7.642 1.101 2.119 1.408 -0.615 -0.154 0.149
H 4.546 1.602 -5.945 0.163 0.064 0.174 0.065
H 1.256 -0.464 -1.273 -0.400 0.592 0.185 0.048
H 4.981 3.706 -4.448 0.016 -0.467 -0.118 0.046
H 1.954 -0.445 0.376 -0.107 0.248 -0.235 0.044
H -3.991 -2.340 -5.714 -0.241 -0.406 -0.608 0.040
H 0.527 -2.195 1.142 0.400 -0.459 -0.216 0.051
H -3.651 5.499 2.780 -0.275 0.324 0.055 0.137
H -1.122 -5.010 6.695 -0.137 0.219 -0.310 0.060
```
Positions in Å, forces in eV/Å.